(1)
Below is a molecular structure, C16H34O3P2SSn in a non-equilibrium geometry, with properties calculated with ωB97M-V/def2-TZVPD.

XYZ file:
```
57
C16H34O3P2SSn (ωB97M-V/def2-TZVPD)
P 0.17372 -1.69320 -5.45838
P 0.55009 2.34660 -5.05049
C -0.15533 -0.14768 -6.35061
C 0.93281 0.94278 -6.23049
H -1.14488 0.23282 -6.04663
H -0.27957 -0.46365 -7.40050
H 1.88022 0.49762 -5.88740
H 1.11943 1.36268 -7.23070
C -0.77521 3.14740 -6.09622
H -1.19843 4.01593 -5.57244
H -1.59231 2.45567 -6.32923
H -0.31622 3.47890 -7.03917
C 1.84728 3.57394 -5.48207
H 1.51572 4.21827 -6.30859
H 2.78131 3.06364 -5.74431
H 1.99496 4.19135 -4.58502
C -0.85774 -3.09088 -5.94813
H -0.97320 -3.79417 -5.10491
H -0.37416 -3.61457 -6.78540
H -1.85875 -2.75388 -6.25956
C 1.88336 -2.27138 -5.46583
H 2.59896 -1.44472 -5.37596
H 2.06516 -2.82089 -6.40029
H 2.04101 -2.96622 -4.62143
Sn 2.79649 0.71132 -0.26981
C -1.36917 1.68977 -3.00729
C -2.53413 1.39891 -3.63015
C -3.01240 0.03132 -3.96194
C -2.67659 -1.07587 -2.90514
C -1.53751 -1.90198 -3.25152
C -0.22907 -1.49126 -3.69772
C 0.44237 -0.21326 -2.98975
C -0.44039 0.79236 -2.22255
C 1.84520 -1.27137 0.17344
H -1.08182 2.75417 -2.94198
H -3.16657 2.20827 -4.03658
H -2.61793 -0.26568 -4.95279
H -4.10652 0.04763 -4.08785
H -2.66649 -0.63255 -1.88712
H -3.53011 -1.78730 -2.93190
H -1.67914 -2.98222 -3.14153
H 0.43010 -2.33553 -3.35219
H 1.04794 0.35162 -3.72881
H 1.17500 -0.60471 -2.25363
H -0.95800 0.32016 -1.37242
H 0.26430 1.46648 -1.70788
H 2.09125 -1.52752 1.21437
H 2.26748 -2.02986 -0.50136
H 0.75108 -1.28740 0.08704
C 0.85341 2.96225 2.58685
S 1.07514 1.29100 2.00057
O 2.51270 0.91430 2.18221
O 0.08900 0.41639 2.56232
O 0.88957 1.48002 0.46822
H 1.07871 3.01366 3.65493
H -0.19490 3.23296 2.42431
H 1.52459 3.62297 2.02682
```

Output
- LUMO level: -0.2 eV
- E_HOMO: -4.41 eV
- Energy: -58525.0257 eV
- Total charge: 0
- Frontier orbital gap: 4.227 eV
- 2S+1: 1

(2)
Below is a molecular structure, C16H35BrN3O4P, with properties calculated with ωB97M-V/def2-TZVPD.

XYZ file:
```
60
C16H35BrN3O4P (ωB97M-V/def2-TZVPD)
C 4.96278 2.79530 0.43463
C 4.62684 2.07088 -0.87583
C 3.18420 1.57153 -0.94685
C 2.93541 0.67729 -2.16646
C 3.10981 -0.80785 -1.85809
C 1.96023 -1.42685 -1.07162
N 0.70509 -1.37827 -1.84713
C -0.53909 -0.96689 -1.21658
Br -0.33343 0.78483 -0.38192
C -1.58305 -0.89494 -2.34078
O -2.86611 -0.55319 -1.90747
C -3.29568 0.77562 -2.19003
C -4.23130 1.21032 -1.07927
C -4.74292 2.64199 -1.19310
O -5.57835 2.83401 -2.33638
C -3.63980 3.70559 -1.15710
N -2.97996 3.72625 0.14829
P -1.02344 -2.11671 0.16091
N -2.24992 -1.81294 1.05676
H 4.06121 2.97550 1.02599
H 5.43440 3.76525 0.27006
H 5.64341 2.21307 1.05836
H 4.80487 2.72959 -1.73156
H 5.29900 1.21807 -1.01687
H 2.50023 2.42522 -0.94841
H 2.96310 1.02074 -0.02421
H 1.93837 0.83587 -2.58366
H 3.64707 0.95487 -2.95069
H 4.02518 -0.94476 -1.26861
H 3.24293 -1.37960 -2.78115
H 2.21392 -2.46456 -0.83547
H 1.82676 -0.91617 -0.11678
H 0.53206 -2.28883 -2.26267
H -1.63305 -1.89433 -2.79445
H -1.18784 -0.21138 -3.10082
H -3.80131 0.77691 -3.16823
H -2.42699 1.43491 -2.26528
H -3.71079 1.09296 -0.12609
H -5.09605 0.54258 -1.06206
H -5.38861 2.83091 -0.33232
H -5.10782 2.54214 -3.12713
H -4.10613 4.66219 -1.40578
H -2.90424 3.50592 -1.94349
H -1.97700 3.63068 0.06965
H -3.16163 4.58081 0.65690
H 0.21429 -2.13918 0.81693
H -0.96287 -3.31352 -0.59701
H -3.07644 -2.36688 0.87767
O 1.66169 -3.93467 2.05776
C 1.12562 -3.58105 3.07031
O -0.17838 -3.23720 3.10541
C -0.54026 -2.73313 4.40220
C 0.49941 -3.31881 5.35476
C 1.72507 -3.41608 4.45374
H -0.50469 -1.64279 4.36252
H -1.56228 -3.04519 4.59746
H 0.64560 -2.70266 6.23915
H 0.18973 -4.31412 5.67584
H 2.30774 -2.49145 4.44785
H 2.40337 -4.23777 4.66820
```

Output
- LUMO level: 0.5 eV
- E_HOMO: -8.21 eV
- Energy: -109150.0472 eV
- Total charge: 0
- Frontier orbital gap: 8.749 eV
- 2S+1: 1

(3)
Below is a molecular structure, C16H35NNiOP2Sb, with properties calculated with ωB97M-V/def2-TZVPD.

XYZ file:
```
57
C16H35NNiOP2Sb (ωB97M-V/def2-TZVPD)
Ni 1.00177 0.36745 0.19123
C -0.22345 -1.40962 2.80040
P -0.12675 0.23813 2.05149
C -1.83702 0.83234 2.06105
C 0.78700 1.22488 3.27702
C 2.24906 0.78775 3.19725
P 2.74066 0.60231 1.43258
C 3.97458 -0.72729 1.45631
C 3.65523 2.10647 1.01483
H -0.71304 -1.34377 3.77430
H 0.77202 -1.82880 2.93583
H -0.78883 -2.08279 2.15546
H -2.27758 0.70161 3.05080
H -2.43000 0.26400 1.34373
H -1.86437 1.88700 1.79113
H 0.37031 1.11795 4.27962
H 0.67938 2.27133 2.97642
H 2.38267 -0.18293 3.67892
H 2.91326 1.49065 3.70306
H 4.75221 -0.51288 2.19123
H 4.43981 -0.83960 0.47941
H 3.48232 -1.66668 1.71059
H 4.56788 2.19100 1.60633
H 3.01432 2.96722 1.21136
H 3.89801 2.09372 -0.04544
N -0.43331 -0.56291 -0.99022
C -0.89509 -1.84834 -0.56942
C 0.02660 -2.87977 -0.42687
C -0.39089 -4.10228 0.07161
C -1.71765 -4.29913 0.44036
C -2.63059 -3.26805 0.28996
C -2.22211 -2.04036 -0.21915
H -1.20507 0.03270 -1.27030
H 0.24052 -0.57924 -1.75857
H 1.06427 -2.72149 -0.69962
H 0.32417 -4.90781 0.17418
H -2.03551 -5.25582 0.83089
H -3.66792 -3.41576 0.55878
H -2.93903 -1.23676 -0.34751
C 1.86381 4.03218 -1.36398
Sb 0.20243 2.89870 -0.67059
C -1.08062 4.52348 -0.12840
C -0.63360 2.46434 -2.57988
H 1.54730 4.76197 -2.10781
H 2.56754 3.33602 -1.81371
H 2.34587 4.55218 -0.53760
H -1.04588 5.28097 -0.91128
H -0.74797 4.97327 0.80619
H -2.11219 4.19536 -0.00908
H -0.67056 3.37068 -3.18249
H -1.65000 2.08401 -2.46605
H -0.01983 1.72551 -3.09214
C 3.11783 -0.15092 -1.77915
O 1.93080 0.48730 -1.41592
H 3.16692 -1.20587 -1.46583
H 4.00856 0.34433 -1.36348
H 3.23101 -0.13423 -2.86706
```

Output
- LUMO level (spin up / spin down): -2.4 / -2.4 eV
- E_HOMO (spin up / spin down): -10.62 / -10.62 eV
- Energy: -86851.2708 eV
- Total charge: +1
- Frontier orbital gap (spin up / spin down): 8.181 / 8.182 eV
- 2S+1: 1

(4)
Below is 4 unconnected molecules or ions with the total composition C16H36BO5PS, with properties calculated with ωB97M-V/def2-TZVPD.

XYZ file:
```
60
C16H36BO5PS (ωB97M-V/def2-TZVPD)
C 0.81011 0.02844 1.11465
C 2.25254 0.55686 1.10022
C 2.93144 0.42342 -0.26001
C 4.16980 1.31102 -0.37723
B 3.92984 2.83922 -0.18954
P 2.39294 3.82106 -0.76433
O 1.84542 4.63065 0.50857
O 1.08265 2.92361 -1.02857
S 2.96081 4.90507 -2.24837
H 0.19524 0.67489 1.74296
H 0.38655 0.06648 0.11317
H 0.74526 -0.97757 1.51305
H 2.26006 1.59619 1.44216
H 2.85441 0.00021 1.82239
H 2.22999 0.62436 -1.07177
H 3.22127 -0.62329 -0.39517
H 4.91622 0.99855 0.35949
H 4.65902 1.18294 -1.35124
H 4.78535 3.53057 0.26054
H 0.96042 4.33584 0.74324
H 1.20737 2.32584 -1.77699
C -3.36403 2.35571 2.93645
C -3.72357 2.05053 4.39003
C -2.35918 1.70440 4.97411
O -1.40669 2.48485 4.25078
C -2.02283 3.05901 3.09893
H -4.10006 2.96992 2.42041
H -3.23902 1.42706 2.37558
H -4.12920 2.94116 4.87395
H -4.44486 1.24271 4.50271
H -2.12740 0.64241 4.83764
H -2.27359 1.94249 6.03464
H -2.15380 4.13411 3.26290
H -1.36317 2.91676 2.24050
C -1.82612 -4.75292 0.29446
C -0.42089 -5.01293 -0.24574
C 0.03840 -3.60265 -0.59629
O -0.61359 -2.72776 0.32103
C -1.63163 -3.43426 1.03265
H -2.20174 -5.54498 0.93996
H -2.52900 -4.62310 -0.53116
H 0.21292 -5.43185 0.53836
H -0.39662 -5.68759 -1.09989
H -0.27082 -3.32388 -1.61115
H 1.11885 -3.47361 -0.51572
H -1.29890 -3.59804 2.06331
H -2.53262 -2.82039 1.05453
C 0.11612 -1.76273 -4.58340
C -1.16974 -1.13016 -4.05163
C -0.61944 -0.08367 -3.08998
O 0.64017 0.33455 -3.62559
C 1.04349 -0.55606 -4.66872
H -0.00353 -2.26546 -5.54157
H 0.50161 -2.48833 -3.86346
H -1.71592 -0.64560 -4.86332
H -1.83900 -1.83977 -3.56735
H -0.45136 -0.50612 -2.09229
H -1.27166 0.78548 -2.99538
H 0.93758 -0.04310 -5.62986
H 2.09416 -0.81055 -4.52763
```

Output
- LUMO level: 0.2 eV
- SMILES: CCCCBP(O)(O)=S.C1CCOC1.C1CCOC1.C1CCOC1
- E_HOMO: -8.59 eV
- Energy: -48214.1558 eV
- Total charge: 0
- Frontier orbital gap: 8.806 eV
- 2S+1: 1